A cluster of 2 separate species, C3H10N2 in total in a non-equilibrium geometry, computed with the ωB97M-V functional and the def2-TZVPD basis.

Computed properties:
Kohn-Sham gap   0.342 hartree
SMILES string   C=CN.CN
Energy relative to the best compared isomer or geometry (same formula, charge and spin)   46.16 kcal per mole
HOMO   -8.234 eV

Element x y z (Å)
C  4.129652  0.656623  -1.626328
N  4.083521  -0.757630  -1.177032
H  5.039747  1.297269  -1.383307
H  4.362882  0.661866  -2.697938
H  3.303707  1.218753  -1.176096
H  5.027487  -1.067252  -0.950656
H  3.821766  -1.189490  -2.064711
C  -4.587918  0.530164  1.924912
C  -3.663669  0.184480  1.024337
N  -2.630147  -0.732782  1.190154
H  -4.571098  -0.030383  2.907409
H  -5.548986  0.896878  1.593392
H  -3.574670  0.818472  0.124218
H  -2.235386  -1.136249  0.361008
H  -2.956882  -1.350722  1.950637

Cartesian forces (eV/Å) of the 2 atoms listed first:
C 2.05 1.05 0.41
N 0.36 0.67 -0.66

These are the Mulliken partial charges, in e, on atoms 1 to 2: atom 1 (C): -0.648, atom 2 (N): -0.572